[1]
Below is C4H8O2 in the gas phase, with properties calculated with ωB97M-V/def2-TZVPD.

The geometry in XYZ format:
```
14
C4H8O2 ωB97M-V/def2-TZVPD
O -1.91 0.52 -0.65
C -1.52 -0.61 0.10
C -0.04 -0.55 0.43
C 0.96 -0.25 -0.69
C 1.42 0.88 0.23
O 0.28 0.70 1.08
H -1.59 1.28 -0.14
H -2.09 -0.69 1.03
H -1.73 -1.49 -0.51
H 0.25 -1.41 1.06
H 1.68 -1.03 -0.94
H 0.45 0.11 -1.59
H 1.48 1.89 -0.19
H 2.35 0.66 0.77
```

Its SMILES is OC[C@H]1CCO1. As for the LUMO energy: 1.1 eV. The HOMO energy is -9.929 eV. The calculation puts the frontier orbital gap at 10.98 eV.



[2]
Below is C32H36BaN4OPSSe2Si as an isolated structure, with properties calculated with ωB97M-V/def2-TZVPD.

The geometry in XYZ format:
```
79
C32H36BaN4OPSSe2Si ωB97M-V/def2-TZVPD
Ba -1.06 -0.47 1.30
N 1.47 1.55 -1.66
C 1.15 1.62 -2.98
C 1.74 2.62 -3.77
C 1.40 2.79 -5.10
C 0.47 1.97 -5.69
C -0.13 0.94 -4.94
C -1.11 0.10 -5.57
C -1.69 -0.91 -4.82
C -1.31 -1.13 -3.53
N -0.36 -0.36 -2.87
C 0.22 0.74 -3.59
H 2.26 2.07 -1.31
H 1.12 0.75 -1.14
H 2.46 3.28 -3.29
H 1.88 3.58 -5.68
H 0.18 2.09 -6.73
H -1.38 0.28 -6.60
H -2.46 -1.54 -5.24
H -1.75 -1.90 -2.91
C -1.59 3.09 -0.68
C -2.79 2.19 -0.71
C -3.94 2.55 -1.40
C -5.01 1.65 -1.40
C -4.90 0.44 -0.76
C -3.69 0.10 -0.08
N -2.68 1.03 -0.06
N -3.46 -1.05 0.55
Si -4.35 -2.49 0.52
C -5.79 -2.48 1.74
C -3.21 -3.89 1.05
C -5.06 -3.00 -1.15
H -1.41 3.52 -1.67
H -0.70 2.54 -0.39
H -1.73 3.91 0.02
H -3.99 3.50 -1.92
H -5.93 1.90 -1.93
H -5.71 -0.27 -0.77
H -5.42 -2.27 2.75
H -6.31 -3.44 1.76
H -6.52 -1.70 1.49
H -2.70 -3.64 1.99
H -2.44 -4.05 0.29
H -3.76 -4.82 1.19
H -5.96 -2.43 -1.43
H -5.33 -4.06 -1.15
H -4.32 -2.84 -1.94
Se 2.05 2.94 1.39
P 3.57 1.67 2.20
Se 4.25 -0.07 1.16
C 5.01 2.77 2.55
C 6.15 2.72 1.77
C 7.20 3.61 1.98
C 7.12 4.55 2.99
C 5.97 4.61 3.79
C 4.93 3.73 3.56
C 3.12 1.17 3.91
C 1.84 1.37 4.41
C 1.53 0.99 5.71
C 2.50 0.42 6.52
C 3.78 0.21 6.02
C 4.09 0.58 4.72
H 6.21 1.96 0.99
H 8.09 3.56 1.36
H 7.93 5.24 3.17
H 5.90 5.34 4.58
H 4.03 3.78 4.17
H 1.09 1.81 3.77
H 0.53 1.13 6.09
H 2.26 0.12 7.54
H 4.54 -0.25 6.65
H 5.07 0.40 4.32
C -0.68 -1.41 4.60
O -0.76 -0.85 3.33
H -0.20 -2.41 4.58
H -1.67 -1.55 5.06
H -0.08 -0.81 5.31
S -0.38 -2.14 -0.95
C -0.05 -0.60 -1.53
```

As for the multiplicity: 2. The net charge is -2. As for the LUMO energy (spin up / spin down): 4.1 / 4.1 eV. The HOMO energy (spin up / spin down) is -1.053 / -1.859 eV. The calculation puts the frontier orbital gap (spin up / spin down) at 5.15 / 5.95 eV.



[3]
Below is C4H7NO2 in the gas phase, with properties calculated with ωB97M-V/def2-TZVPD.

The geometry in XYZ format:
```
14
C4H7NO2 ωB97M-V/def2-TZVPD
C -0.04 0.60 1.24
C -0.66 0.24 -0.05
C -0.46 -1.14 -0.54
C 0.19 0.76 -1.24
H 1.59 0.36 2.19
H -0.11 1.76 1.28
H -0.68 0.32 2.11
H -1.76 0.44 0.02
H 0.12 -1.80 0.15
H -1.38 -1.64 -0.88
H 0.98 -1.10 -2.32
N 0.34 -0.58 -1.68
O 1.25 -0.03 1.30
O 0.63 1.80 -1.59
```

Its SMILES is O=C1NC[C@H]1CO. As for the LUMO energy: 0.7 eV. The HOMO energy is -9.614 eV. The calculation puts the frontier orbital gap at 10.33 eV.



Listing ΔE to the lowest compared entry with this formula, charge and spin for the structures above in their given order: 1.866, 1.152, 1.877 eV.